Entry from the Open Molecules 2025 dataset: 6 unconnected molecules or ions with the total composition C31H53Br2ClF3O14P3 in a non-equilibrium geometry (ωB97M-V/def2-TZVPD).

```
! wB97M-V def2-TZVPD RIJCOSX def2/J DEFGRID3
* xyz 0 1
C 5.471 -2.161 -2.489
C 4.870 -3.527 -3.243
O 4.564 -4.486 -2.171
P 3.251 -5.558 -2.600
O 2.847 -6.319 -1.242
C 1.655 -4.592 -3.166
C 1.470 -3.229 -2.298
C 0.742 -1.973 -3.028
P -0.061 -2.305 -4.718
C -1.831 -2.510 -3.988
C -2.157 -4.079 -3.598
C -2.759 -4.278 -2.072
F -1.941 -3.466 -1.112
Br -2.588 -6.195 -1.409
C -4.313 -3.731 -1.917
F -4.738 -4.020 -0.501
F -4.391 -2.250 -2.070
Br -5.621 -4.609 -3.156
P 1.934 -1.899 -5.616
O 2.252 -3.127 -6.861
Cl 1.928 0.065 -6.478
O 3.727 -6.646 -3.885
C 2.926 -7.880 -3.886
C 1.428 -7.735 -4.541
H 4.549 -1.496 -2.131
H 6.033 -2.516 -1.516
H 6.179 -1.534 -3.189
H 5.674 -3.913 -4.026
H 3.944 -3.157 -3.859
H 0.757 -5.318 -2.863
H 1.787 -4.468 -4.319
H 0.840 -3.473 -1.314
H 2.521 -2.846 -1.904
H 1.547 -1.107 -3.192
H -0.059 -1.516 -2.292
H -0.056 -3.666 -5.241
H -0.559 -1.264 -5.627
H -2.574 -2.192 -4.864
H -2.068 -1.752 -3.104
H -2.941 -4.476 -4.403
H -1.216 -4.798 -3.718
H 3.075 -3.623 -6.528
H 3.504 -8.674 -4.562
H 2.798 -8.388 -2.838
H 1.134 -8.720 -5.147
H 1.264 -6.765 -5.177
H 0.657 -7.703 -3.632
O -2.378 2.538 0.817
C -2.470 1.327 0.932
C -3.720 0.580 1.283
C -3.182 -0.776 1.665
C -1.932 -0.882 0.831
O -1.444 0.453 0.713
H -4.365 0.528 0.402
H -4.241 1.054 2.118
H -3.887 -1.592 1.490
H -2.918 -0.780 2.730
H -2.135 -1.270 -0.173
H -1.175 -1.511 1.308
O 5.620 0.921 -1.699
C 5.998 0.814 -0.544
C 6.247 1.952 0.399
C 7.046 1.289 1.492
C 6.542 -0.131 1.454
O 6.215 -0.377 0.087
H 5.288 2.328 0.766
H 6.815 2.749 -0.086
H 6.925 1.762 2.470
H 8.111 1.311 1.234
H 5.640 -0.268 2.059
H 7.304 -0.843 1.785
O 4.452 4.362 0.287
C 3.580 4.442 1.137
C 2.766 5.664 1.434
C 2.164 5.325 2.774
C 2.071 3.823 2.724
O 3.179 3.404 1.927
H 2.000 5.780 0.662
H 3.397 6.554 1.491
H 1.201 5.810 2.957
H 2.852 5.628 3.573
H 1.148 3.479 2.247
H 2.144 3.376 3.720
O -6.316 0.692 3.366
C -6.581 1.859 3.602
C -6.249 3.022 2.717
C -6.437 4.193 3.649
C -7.491 3.690 4.601
O -7.267 2.285 4.703
H -6.954 3.049 1.882
H -5.220 2.960 2.354
H -6.723 5.116 3.139
H -5.504 4.382 4.194
H -8.505 3.856 4.223
H -7.401 4.151 5.589
O -4.164 6.779 3.267
C -3.786 6.671 4.422
C -3.538 7.809 5.365
C -2.739 7.146 6.458
C -3.242 5.727 6.420
O -3.569 5.480 5.053
H -4.497 8.185 5.732
H -2.969 8.606 4.880
H -2.859 7.619 7.437
H -1.673 7.169 6.200
H -4.144 5.589 7.025
H -2.481 5.015 6.751
*
```

As for the gap between HOMO and LUMO: 7.49 eV. As for the molar mass: 994.928 Da. Its SMILES is CCOP(=O)(CCC[PH2](CC[C@](F)(Br)C(F)(F)Br)P(O)Cl)OCC.O=C1CCCO1.O=C1CCCO1.O=C1CCCO1.O=C1CCCO1.O=C1CCCO1.



Entry from the Open Molecules 2025 dataset: a single C3H10N2O molecule in a non-equilibrium geometry (ωB97M-V/def2-TZVPD).

```
! wB97M-V def2-TZVPD RIJCOSX def2/J DEFGRID3
* xyz 0 1
C 0.236 0.074 -2.310
N -0.895 -0.639 -0.134
O -0.979 -0.275 -1.762
H -0.547 -1.593 -0.086
H -1.896 -0.588 0.029
H 1.013 0.189 -1.410
H 0.164 1.060 -2.776
H 0.604 -0.708 -2.982
C -0.132 0.250 2.151
C 0.105 0.441 0.661
N 1.375 0.294 0.149
H 1.835 -0.518 0.565
H -0.337 1.385 0.325
H 0.392 1.039 2.693
H -1.196 0.305 2.404
H 0.258 -0.716 2.480
*
```

As for the gap between HOMO and LUMO (alpha / beta): 7.60 / 7.59 eV. As for the molar mass: 90.126 Da.



Entry from the Open Molecules 2025 dataset: a molecular structure, C53H52O2P2SiTeTi in a non-equilibrium geometry (ωB97M-V/def2-TZVPD).

```
! wB97M-V def2-TZVPD RIJCOSX def2/J DEFGRID3
* xyz 2 1
Ti -0.041 0.215 -0.806
C 0.368 -2.919 -2.072
C 0.339 -3.065 -0.549
P -0.929 -2.020 0.254
C -2.389 -3.102 0.398
C -3.298 -3.003 1.468
C -4.296 -3.945 1.617
C -4.381 -5.058 0.771
C -3.527 -5.115 -0.305
C -2.562 -4.127 -0.485
C -0.536 -1.720 2.011
C 0.076 -2.580 2.908
C 0.204 -2.206 4.258
C -0.279 -0.996 4.720
C -0.935 -0.162 3.819
C -1.048 -0.498 2.485
P -0.549 -1.447 -2.616
C -2.225 -2.018 -2.969
C -3.323 -1.436 -2.326
C -4.622 -1.886 -2.542
C -4.836 -2.911 -3.457
C -3.777 -3.459 -4.157
C -2.471 -3.045 -3.916
C 0.037 -0.980 -4.287
C 0.787 -1.807 -5.124
C 1.148 -1.328 -6.376
C 0.815 -0.053 -6.791
C 0.095 0.779 -5.956
C -0.330 0.313 -4.723
H -0.065 -3.789 -2.580
H 1.400 -2.777 -2.389
H 1.277 -2.668 -0.181
H 0.262 -4.103 -0.230
H -3.246 -2.170 2.150
H -4.948 -3.897 2.485
H -5.125 -5.815 0.928
H -3.542 -5.944 -0.967
H -1.911 -4.246 -1.334
H 0.466 -3.522 2.583
H 0.610 -2.924 4.976
H -0.252 -0.720 5.774
H -1.360 0.773 4.214
H -1.603 0.181 1.829
H -3.189 -0.644 -1.577
H -5.430 -1.459 -1.952
H -5.841 -3.250 -3.685
H -3.995 -4.238 -4.877
H -1.654 -3.485 -4.473
H 1.086 -2.807 -4.816
H 1.731 -2.000 -6.995
H 1.064 0.310 -7.781
H -0.262 1.774 -6.281
H -0.948 0.958 -4.113
O 1.284 0.837 -2.133
H 1.058 0.804 -3.110
H 2.239 1.071 -2.023
C -2.962 7.252 2.667
C -2.629 6.018 1.830
C -1.498 5.922 1.022
C -1.211 4.770 0.287
C 0.008 4.740 -0.603
C -2.153 3.745 0.296
Te -1.833 2.021 -0.927
C -3.337 3.808 1.044
C -4.417 2.758 1.035
C -3.535 4.950 1.803
H -2.060 7.702 3.060
H -3.594 6.979 3.498
H -3.493 7.988 2.080
H -0.800 6.750 0.975
H 0.671 5.616 -0.474
H -0.263 4.637 -1.658
H 0.585 3.875 -0.285
H -4.096 1.791 1.405
H -4.765 2.542 0.007
H -5.287 3.055 1.619
H -4.455 5.054 2.389
O 1.261 -0.064 0.294
Si 2.745 0.114 1.067
C 3.093 -1.344 2.172
C 3.134 -2.679 1.733
C 3.466 -3.714 2.594
C 3.883 -3.410 3.889
C 3.985 -2.104 4.328
C 3.522 -1.082 3.495
C 2.528 1.685 1.980
C 3.667 2.280 2.561
C 3.555 3.386 3.389
C 2.318 3.993 3.559
C 1.170 3.481 2.973
C 1.278 2.301 2.215
C 3.908 0.310 -0.392
C 4.163 1.599 -0.902
C 5.023 1.776 -1.979
C 5.638 0.679 -2.587
C 5.477 -0.576 -2.015
C 4.578 -0.752 -0.973
H 2.888 -2.938 0.706
H 3.439 -4.730 2.275
H 4.159 -4.206 4.534
H 4.350 -1.914 5.335
H 3.519 -0.061 3.883
H 4.647 1.871 2.366
H 4.431 3.817 3.830
H 2.254 4.892 4.173
H 0.200 3.975 3.083
H 0.404 1.860 1.797
H 3.750 2.459 -0.395
H 5.259 2.785 -2.332
H 6.294 0.815 -3.434
H 5.996 -1.410 -2.470
H 4.524 -1.737 -0.518
*
```

As for the gap between HOMO and LUMO (alpha / beta): 6.66 / 6.66 eV. As for the molar mass: 986.498 Da.